18
Properties=species:S:1:pos:R:3 method="wB97M-V/def2-TZVPD" lumo_ha=0.0251 max_force_ev_per_a=1.14 relative_energy_kcal_mol=21.52 smiles="CN(C)C=O.O.O" multiplicity=1 homo_energy_ev=-9.78 charge=0
C -1.065 -0.823 -0.137
N 0.127 -0.833 0.483
C 1.288 -1.302 -0.227
C 0.077 -1.022 1.921
O -1.256 -1.036 -1.328
H -1.901 -0.470 0.485
H 1.244 -2.357 -0.507
H 1.397 -0.721 -1.136
H 2.220 -1.130 0.311
H 1.038 -0.787 2.372
H -0.649 -0.363 2.397
H -0.203 -2.044 2.185
H -0.167 2.837 -0.585
H -0.100 3.295 0.884
O -0.710 3.121 0.164
H -0.511 1.774 -2.979
H -0.751 0.605 -2.014
O -0.079 1.257 -2.289


92
Properties=species:S:1:pos:R:3 method="wB97M-V/def2-TZVPD" lumo_ha="-0.1334 / -0.1111" max_force_ev_per_a=0.85 relative_energy_kcal_mol=0.00 multiplicity=2 homo_energy_ev="-10.14 / -10.22" charge=+1
Cr -0.802 0.561 -0.269
C 0.636 1.592 -3.357
C -0.815 1.199 -3.451
C -1.344 1.254 -4.743
C -2.637 0.873 -4.998
C -3.386 0.407 -3.930
C -2.815 0.363 -2.670
N -1.559 0.779 -2.406
Sb -4.089 -0.535 -1.217
C -2.712 -1.841 -0.269
C -3.275 -3.076 -0.006
C -2.479 -4.091 0.504
C -1.154 -3.810 0.701
C -0.645 -2.534 0.446
C 0.812 -2.357 0.722
N -1.420 -1.541 -0.025
C -3.978 1.039 0.214
C -5.236 1.420 0.648
C -5.358 2.420 1.594
C -4.201 3.010 2.033
C -2.953 2.608 1.550
C -1.788 3.381 2.078
N -2.825 1.595 0.654
H 0.784 2.527 -3.900
H 1.238 0.832 -3.861
H 1.020 1.695 -2.354
H -0.700 1.594 -5.544
H -3.046 0.917 -5.998
H -4.403 0.066 -4.072
H -4.325 -3.245 -0.209
H -2.886 -5.069 0.726
H -0.475 -4.563 1.075
H 1.049 -2.806 1.684
H 1.119 -1.323 0.725
H 1.389 -2.890 -0.039
H -6.113 0.926 0.249
H -6.324 2.733 1.966
H -4.233 3.808 2.760
H -2.146 4.111 2.800
H -1.287 3.929 1.287
H -1.076 2.740 2.586
Cl 4.320 -3.397 -4.316
C 3.211 -2.420 -3.412
C 3.700 -1.437 -2.606
C 2.814 -0.647 -1.854
I 3.629 0.822 -0.619
C 1.444 -0.814 -1.886
O 0.718 -0.039 -1.098
C 0.926 -1.847 -2.749
N -0.417 -2.036 -2.809
C -0.890 -2.981 -3.575
C -0.089 -3.835 -4.359
C 1.260 -3.664 -4.321
C 1.816 -2.651 -3.504
H 4.765 -1.271 -2.537
H -1.972 -3.094 -3.592
H -0.543 -4.602 -4.970
H 1.920 -4.291 -4.904
C 4.365 -3.314 4.938
C 3.246 -2.461 4.412
C 3.417 -1.661 3.288
C 2.379 -0.879 2.801
C 1.155 -0.892 3.447
C 0.961 -1.680 4.578
C 2.003 -2.457 5.047
S -0.246 0.058 2.927
O -1.323 -0.854 2.658
O -0.449 1.060 3.943
N 0.133 0.775 1.500
C 1.016 1.870 1.535
C 1.958 2.171 2.490
C 2.744 3.340 2.393
C 2.556 4.251 1.395
C 1.538 4.017 0.441
C 1.120 4.979 -0.501
C 0.014 4.742 -1.271
C -0.621 3.495 -1.175
N -0.202 2.544 -0.369
C 0.822 2.809 0.491
H 5.272 -3.186 4.349
H 4.091 -4.370 4.914
H 4.592 -3.061 5.974
H 4.372 -1.649 2.779
H 2.531 -0.277 1.913
H 0.003 -1.681 5.079
H 1.853 -3.071 5.927
H 2.100 1.531 3.346
H 3.488 3.522 3.157
H 3.130 5.167 1.350
H 1.654 5.919 -0.569
H -0.365 5.479 -1.964
H -1.480 3.271 -1.793


127
Properties=species:S:1:pos:R:3 method="wB97M-V/def2-TZVPD" lumo_ha=0.0742 max_force_ev_per_a=4.70 multiplicity=1 homo_energy_ev=-6.02 charge=-1
O -3.732 -1.939 -1.791
C -3.049 -1.121 -1.171
O -3.440 -0.270 -0.240
B -2.273 0.428 0.460
O -1.079 -0.136 -0.219
C -1.538 -0.969 -1.257
O -0.861 -1.594 -2.051
O -2.317 0.153 1.911
C -2.248 1.320 2.521
O -2.203 1.531 3.700
C -2.519 2.431 1.458
O -2.356 1.917 0.274
O -2.880 3.582 1.683
C -4.784 5.494 -0.510
O -4.065 6.282 -1.457
H -5.408 4.713 -0.945
H -4.128 4.874 0.100
H -5.453 6.131 0.070
H -3.113 6.219 -1.353
C -5.928 -2.081 -4.675
O -6.976 -1.170 -4.480
H -5.004 -1.623 -4.322
H -6.071 -2.928 -4.004
H -5.893 -2.407 -5.714
H -7.300 -1.074 -5.379
C -1.245 5.139 4.085
O -0.183 4.804 4.981
H -1.542 6.187 4.046
H -0.866 4.983 3.075
H -2.012 4.373 4.197
H -0.571 4.457 5.788
C -2.311 2.459 -3.500
O -2.702 3.588 -4.219
H -1.282 2.253 -3.793
H -2.157 2.635 -2.435
H -2.880 1.549 -3.690
H -2.124 4.344 -4.090
C 1.227 -1.312 -4.736
O 0.624 -2.378 -4.022
H 0.774 -1.315 -5.728
H 1.196 -0.341 -4.242
H 2.263 -1.464 -5.040
H 0.246 -2.018 -3.217
C -5.939 1.444 -2.163
O -6.123 2.498 -3.084
H -6.278 1.786 -1.185
H -6.489 0.525 -2.364
H -4.880 1.272 -1.972
H -6.161 3.371 -2.687
C -0.122 -5.232 -1.507
O 0.560 -5.653 -0.303
H -0.741 -4.336 -1.540
H 0.681 -5.241 -2.244
H -0.678 -6.106 -1.847
H 0.354 -6.580 -0.162
C 4.197 -3.163 1.327
C 3.190 -3.758 2.315
C 3.706 -3.327 3.798
C 2.602 -3.543 4.912
C 1.277 -2.827 4.551
C 0.777 -3.183 3.174
N 1.801 -3.092 2.103
O 1.375 -3.353 0.860
C 0.126 -4.550 3.254
C -0.348 -2.104 2.823
C 3.223 -5.331 2.264
H 4.258 -3.697 0.379
H 5.201 -3.209 1.748
H 3.882 -2.159 1.041
H 4.538 -3.990 4.035
H 3.969 -2.270 3.847
H 2.972 -3.245 5.893
H 2.433 -4.603 5.098
H 1.465 -1.766 4.714
H 0.588 -3.316 5.241
H 0.882 -5.334 3.226
H -0.515 -4.835 4.088
H -0.498 -4.846 2.410
H -0.820 -2.303 1.861
H -1.177 -2.077 3.531
H -0.048 -1.058 2.890
H 2.665 -5.665 1.389
H 2.869 -5.840 3.161
H 4.242 -5.680 2.098
H 1.131 -4.281 0.876
C 4.425 4.662 0.084
C 4.497 3.338 -0.688
C 5.006 2.257 0.281
C 5.035 0.815 -0.323
C 3.678 0.385 -0.958
C 3.093 1.401 -1.944
N 3.173 2.774 -1.256
O 2.332 3.657 -1.908
C 3.695 1.304 -3.288
C 1.570 0.819 -2.063
C 5.547 3.624 -1.846
H 5.378 5.020 0.473
H 3.711 4.587 0.904
H 4.086 5.550 -0.449
H 6.053 2.505 0.457
H 4.547 2.153 1.264
H 5.396 0.107 0.422
H 5.825 0.917 -1.067
H 2.982 0.243 -0.131
H 3.886 -0.548 -1.483
H 3.335 0.420 -3.813
H 3.491 2.179 -3.906
H 4.777 1.225 -3.178
H 1.075 1.270 -1.203
H 0.962 1.195 -2.886
H 1.419 -0.259 -2.020
H 5.986 2.646 -2.039
H 6.452 4.191 -1.630
H 5.053 4.043 -2.723
H 1.544 3.567 -1.368
O -5.494 -4.133 -1.993
H -5.152 -3.247 -2.113
H -4.942 -4.513 -1.310
O -0.215 3.352 -0.950
H -0.529 2.522 -0.590
H -0.347 3.985 -0.244
O -4.046 -2.224 2.798
H -4.730 -2.028 3.439
H -3.331 -1.627 3.020
O -1.403 2.331 6.300
H -2.283 2.629 6.530
H -1.517 1.859 5.475


83
Properties=species:S:1:pos:R:3 method="wB97M-V/def2-TZVPD" lumo_ha=0.0691 max_force_ev_per_a=1.07 relative_energy_kcal_mol=0.00 multiplicity=1 homo_energy_ev=-1.88 charge=-1
K 0.431 -0.181 0.768
C 1.572 -1.116 -4.078
C 2.033 -2.424 -4.102
C 2.279 -3.071 -2.906
C 2.049 -2.379 -1.710
N 1.608 -1.126 -1.695
C 1.376 -0.513 -2.847
C 2.328 -3.015 -0.375
C 2.592 -4.380 -0.254
C 2.898 -4.887 0.996
C 2.920 -4.033 2.084
C 2.601 -2.695 1.885
N 2.340 -2.203 0.681
H 1.361 -0.569 -4.988
H 2.202 -2.936 -5.042
H 2.652 -4.084 -2.899
H 1.003 0.502 -2.766
H 2.544 -5.044 -1.105
H 3.105 -5.943 1.114
H 3.143 -4.388 3.081
H 2.567 -1.999 2.714
N -1.495 2.882 3.233
C -2.427 2.149 3.929
C -1.736 1.128 4.506
N -0.407 1.198 4.174
C -0.300 2.254 3.405
C 0.955 2.735 2.846
N 1.958 1.985 2.469
C 2.956 2.843 2.102
C 2.539 4.134 2.223
N 1.245 4.061 2.687
H -1.711 3.565 2.525
H -3.473 2.397 3.908
H -2.113 0.325 5.116
H 3.890 2.488 1.703
H 3.019 5.074 2.016
H 0.652 4.832 2.935
Cl -6.080 0.776 -2.934
C -4.568 0.976 -2.080
C -4.320 2.139 -1.428
C -3.098 2.336 -0.754
I -2.761 4.206 0.090
C -2.086 1.384 -0.706
O -0.954 1.547 -0.159
C -2.395 0.111 -1.394
N -1.452 -0.857 -1.319
C -1.666 -1.985 -1.940
C -2.825 -2.257 -2.689
C -3.797 -1.304 -2.758
C -3.604 -0.075 -2.091
H -5.059 2.929 -1.438
H -0.898 -2.747 -1.841
H -2.938 -3.221 -3.167
H -4.720 -1.479 -3.293
C 0.833 4.852 -1.391
C 1.743 3.677 -1.279
C 2.999 3.420 -1.795
C 3.311 2.114 -1.360
N 2.336 1.624 -0.614
N 1.393 2.583 -0.581
C 4.516 1.275 -1.625
H 1.300 5.639 -1.983
H 0.595 5.261 -0.407
H -0.108 4.574 -1.866
H 3.581 4.080 -2.416
H 0.476 2.355 -0.187
H 5.421 1.709 -1.194
H 4.691 1.152 -2.696
H 4.362 0.290 -1.186
F -5.094 -2.480 -0.227
C -3.943 -2.468 0.532
C -3.128 -3.590 0.563
C -1.978 -3.592 1.321
C -1.571 -2.476 2.125
C -0.433 -2.482 2.916
C -2.446 -1.341 2.018
C -3.594 -1.340 1.254
H -3.404 -4.463 -0.018
H -1.366 -4.489 1.330
H 0.163 -3.383 2.987
H -0.182 -1.644 3.555
H -2.192 -0.451 2.582
H -4.216 -0.452 1.208